12 unconnected molecules or ions with the total composition H24O12, computed with ωB97M-V/def2-TZVPD.

## Properties
- LUMO level: -0.42 eV
- Total charge: 0

Element x y z (Å)
O: 0.2303 0.2155 -0.4103
H: -0.4023 0.0254 0.3092
H: 0.8099 0.8908 -0.0485
O: 0.2506 -2.3944 2.5171
H: 0.7263 -3.0062 1.9449
H: 0.7508 -1.5607 2.4616
O: 2.9876 -0.8066 -1.3743
H: 3.6415 -1.3080 -1.8723
H: 2.1922 -1.3537 -1.3886
O: -1.1654 -3.5050 0.6145
H: -0.9724 -2.7389 1.1755
H: -2.0419 -3.3283 0.2308
O: 2.6362 1.8739 0.0628
H: 3.4839 2.2371 0.3517
H: 2.7944 1.5759 -0.8488
O: 0.5550 3.6347 -0.0401
H: 0.8278 4.4095 0.4616
H: 1.3545 3.0478 -0.0735
O: 1.8715 -0.0518 2.2208
H: 2.0004 0.4136 1.3819
H: 1.9526 0.6278 2.8986
O: -1.8168 2.1110 0.8694
H: -2.1813 2.6634 1.5701
H: -1.1099 2.6410 0.4613
O: -0.6385 -1.3637 -2.3496
H: -0.4472 -0.7593 -1.6110
H: -0.2710 -2.2142 -2.0830
O: -0.4529 1.5389 -3.1095
H: -1.0270 2.1592 -2.6480
H: 0.0731 1.1353 -2.4090
O: -2.0065 -0.5944 1.0850
H: -2.7820 -0.9782 1.5119
H: -2.0233 0.3546 1.3204
O: -3.3600 -2.2013 -0.8792
H: -2.7374 -1.5163 -0.5877
H: -3.7031 -1.8744 -1.7156

2 unconnected molecules or ions with the total composition CH6N2O2, computed with ωB97M-V/def2-TZVPD.

## Properties
- LUMO level: 0.69 eV
- Total charge: 0

Element x y z (Å)
N: 1.9825 0.6116 -0.4541
C: 0.7077 0.3484 0.0022
N: -0.0869 -0.4099 -0.8138
O: 0.2669 0.8133 1.0390
H: 2.3360 0.0396 -1.2001
H: 2.6303 0.8505 0.2789
H: -0.9595 -0.6359 -0.3522
H: 0.2690 -1.0035 -1.5383
O: -2.6853 -0.2215 0.7382
H: -2.0567 0.4976 0.9145
H: -2.4039 -0.8900 1.3858

A single C3H8O2 molecule in a non-equilibrium geometry, computed with ωB97M-V/def2-TZVPD.

## Properties
- LUMO level: 0.68 eV
- Total charge: 0

Element x y z (Å)
C: 1.5120 -0.9245 -0.3058
C: 0.5471 0.0750 0.4074
O: 0.6516 1.3930 -0.1109
C: -0.9682 -0.3142 0.6483
O: -1.6208 -0.1558 -0.6058
H: 1.6271 -1.9055 0.1670
H: 1.1720 -0.9476 -1.3744
H: 2.4998 -0.3045 -0.2510
H: 0.9285 0.2302 1.4535
H: -0.1618 1.4916 -0.6783
H: -0.9653 -1.4003 0.9416
H: -1.3059 0.3722 1.4562
H: -2.5862 -0.4516 -0.4808

no.,HOMO-LUMO gap (eV)
1,9.69
2,10.91
3,10.78